Below is C17H17BrN8OS in the gas phase, with properties calculated with ωB97M-V with the def2-TZVPD basis set.

```
! wB97M-V def2-TZVPD RIJCOSX def2/J DEFGRID3
* xyz 0 1
C -0.18592 -3.68929 -1.09263
C 0.64792 -2.91182 -0.20453
C 1.88400 -2.45084 -0.45878
C 2.23734 -1.57106 0.66797
C 3.48762 -0.78126 0.81219
N 3.33877 0.62516 0.36070
C 2.82006 1.61682 1.29575
C 1.28486 1.80400 1.18243
N 0.84450 1.98094 -0.22980
C -0.48307 2.31144 -0.43893
C -0.86167 3.58652 -0.87617
Br 0.47230 4.90651 -1.38212
C -2.21729 3.87557 -0.95661
N -3.20182 3.00723 -0.70847
C -2.81796 1.79303 -0.30983
N -3.72109 0.79345 -0.03471
C -3.00463 -0.23423 0.30450
C -3.63424 -1.54745 0.63881
C -4.97183 -1.62185 0.96667
S -5.40651 -3.28291 1.24341
N -3.80186 -3.73097 0.81335
N -3.02107 -2.75900 0.61643
N -1.66782 0.10848 0.30858
C -1.53719 1.41155 -0.14331
C 1.45962 1.08045 -1.25746
C 2.99036 1.02252 -1.02271
N 1.22911 -1.57591 1.52393
O 0.21698 -2.40923 0.99070
H -1.11678 -3.16058 -1.35478
H 0.32603 -3.92945 -2.05124
H -0.43462 -4.62933 -0.60716
H 2.47947 -2.64247 -1.35577
H 3.83780 -0.80278 1.85609
H 4.26981 -1.18698 0.16393
H 3.28344 2.60762 1.06331
H 3.09515 1.31420 2.29984
H 0.98953 2.70523 1.72927
H 0.76068 0.93762 1.59164
H -2.45238 4.90095 -1.20742
H -5.69951 -0.82226 1.03077
H -0.92618 -0.46953 0.68976
H 1.24414 1.46982 -2.29528
H 1.05028 0.05991 -1.21713
H 3.44616 0.30176 -1.67359
H 3.46749 1.98841 -1.27161
*
```

Summary:
**LUMO**: -0.2 eV
**E_tot**: -4143.41743 Eh
**SMILES**: Cc1cc(CN2CCN(c3c(Br)cnc4nc(-c5csnn5)[nH]c34)CC2)no1
**Frontier orbital gap**: 8.2 eV
**Strongest force on any atom**: 3.26 eV/A

Results of the natural (NBO) charge analysis, in e, for atoms 1 through 6: C -0.667; C 0.337; C -0.370; C 0.156; C -0.250; N -0.448


Below is C17H17BrNO12P2Ru as an isolated structure, with properties calculated with ωB97M-V with the def2-TZVPD basis set.

```
! wB97M-V def2-TZVPD RIJCOSX def2/J DEFGRID3
* xyz -2 2
Ru 0.88080 1.03802 0.76156
O 1.03246 -0.84768 4.60986
P 1.87511 0.20508 3.70181
O 2.76112 0.99892 4.56684
O 0.81669 0.87934 2.83245
O 2.65617 -0.84625 2.75166
P 3.62075 -0.52112 1.46112
O 3.28848 -1.82453 0.57534
O 5.04556 -0.50218 1.79918
O 2.97138 0.68975 0.79236
H 1.49817 -0.90854 5.45086
H 2.33813 -1.86482 0.36916
O 0.32487 3.00787 -5.86776
C 0.60974 1.84817 -5.51924
O 0.77118 0.81346 -6.19882
C 0.79262 1.64947 -3.98727
C 1.19224 0.41779 -3.48463
C 1.35137 0.24411 -2.12141
N 1.09694 1.23433 -1.26294
C 0.74502 2.43102 -1.73038
C 0.58920 2.68264 -3.08228
C 0.53687 3.43474 -0.63016
O 0.30015 4.60024 -0.86236
O 0.69757 2.93653 0.57307
H 1.37816 -0.38929 -4.18057
H 1.70579 -0.68172 -1.69033
H 0.30557 3.66836 -3.42233
Br -5.83289 0.38533 0.40582
C -3.93508 0.59457 0.47124
C -3.30300 0.67347 1.69935
C -1.91932 0.80820 1.73865
C -1.14231 0.86985 0.57396
C -1.83394 0.80773 -0.64282
C -3.21766 0.66535 -0.70742
H -3.87934 0.62853 2.61481
H -1.42852 0.86430 2.70211
H -1.30315 0.86015 -1.58598
H -3.72109 0.61072 -1.66418
C -1.15364 -3.05118 1.42544
C -1.69146 -2.51754 0.09714
C -0.41053 -2.18285 -0.63766
O 0.46944 -1.64707 0.36165
C 0.09804 -2.20608 1.65799
H -0.89832 -4.10989 1.33881
H -1.86445 -2.93254 2.24253
H -2.26826 -1.60571 0.25809
H -2.30413 -3.23800 -0.44515
H -0.53009 -1.43427 -1.41796
H 0.04468 -3.08171 -1.07064
H -0.09640 -1.37808 2.33264
H 0.93931 -2.77699 2.04674
*
```

Summary:
**LUMO (alpha / beta)**: 3.7 / 3.7 eV
**E_tot**: -4967.72331 Eh
**Frontier orbital gap (alpha / beta)**: 7.4 / 7.2 eV
**Strongest force on any atom**: 1.15 eV/A

Results of the natural (NBO) charge analysis, in e, for atoms 1 through 6: Ru 1.156; O -1.014; P 2.559; O -1.135; O -1.130; O -1.131


Below is C17H17Cl2N3O4 in the gas phase, with properties calculated with ωB97M-V with the def2-TZVPD basis set.

```
! wB97M-V def2-TZVPD RIJCOSX def2/J DEFGRID3
* xyz 0 1
C 7.59739 1.57277 0.91292
C 7.10748 0.34715 0.18124
O 7.89518 -0.46984 -0.25764
C 5.66504 0.17897 0.01337
C 5.12621 -0.92590 -0.66506
C 5.81747 -2.07652 -1.28728
N 3.79559 -0.79948 -0.67704
C 3.42070 0.34569 -0.01172
C 2.02405 0.69600 0.12074
O 1.55256 1.55945 0.82420
O 1.26601 -0.09437 -0.68834
C -0.13644 0.00190 -0.54571
C -0.66277 -1.32559 -0.04210
O 0.04381 -2.27365 0.19762
N -2.02356 -1.43208 0.13047
C -3.03818 -0.51702 -0.02653
N -2.76045 0.71014 -0.43722
C -3.73578 1.58797 -0.57478
C -5.06216 1.28924 -0.31385
Cl -6.25832 2.51320 -0.52469
C -5.41023 0.00118 0.11340
C -6.81397 -0.40704 0.40709
C -4.36311 -0.90104 0.25280
Cl -4.69840 -2.51908 0.77568
C 4.56939 0.98312 0.43557
C 4.56151 2.26250 1.19294
H 7.19794 1.59482 1.92295
H 7.27909 2.47231 0.39296
H 8.68366 1.54692 0.95497
H 6.44012 -2.58014 -0.54989
H 6.48800 -1.73072 -2.07243
H 5.09763 -2.77884 -1.70201
H 3.13000 -1.45167 -1.06294
H -0.58124 0.24042 -1.51522
H -0.38237 0.80489 0.16009
H -2.32233 -2.34558 0.46374
H -3.43540 2.57059 -0.90751
H -7.49613 0.42509 0.26794
H -7.10814 -1.22349 -0.25142
H -6.89072 -0.76527 1.43275
H 5.10177 3.03994 0.65571
H 3.53397 2.58318 1.33690
H 5.02541 2.13904 2.16968
*
```

Summary:
**LUMO**: 0.4 eV
**E_tot**: -2043.69732 Eh
**SMILES**: CC(=O)c1c(C)[nH]c(C(=O)OCC(=O)Nc2ncc(Cl)c(C)c2Cl)c1C
**Frontier orbital gap**: 8.8 eV
**Strongest force on any atom**: 0.82 eV/A

Results of the natural (NBO) charge analysis, in e, for atoms 1 through 6: C -0.707; C 0.576; O -0.573; C -0.280; C 0.283; C -0.650


Below is C17H17Cl46IO4S as an isolated structure, with properties calculated with ωB97M-V with the def2-TZVPD basis set.

```
! wB97M-V def2-TZVPD RIJCOSX def2/J DEFGRID3
* xyz 0 1
O 0.26252 3.85745 3.82087
C 0.20394 3.63005 2.64540
I -0.21543 1.66714 1.84648
C 0.42378 4.65460 1.56270
O 1.32425 5.66670 2.04505
S 2.18911 6.30317 0.80886
O 2.63712 7.55658 1.32071
O 3.50636 5.28001 1.01687
Cl 3.68153 4.22092 -0.27985
H -0.50998 5.10680 1.24694
H 0.85291 4.13419 0.71451
C 0.89779 -1.83403 -0.54902
Cl 1.68031 -3.39170 -0.22406
Cl 0.06450 -1.23312 0.89322
Cl 2.07010 -0.64112 -1.10920
H 0.16639 -1.98021 -1.32820
C 7.47391 3.51012 -1.81316
Cl 7.94544 3.14857 -3.47583
Cl 6.60421 5.04282 -1.72401
Cl 6.50201 2.19657 -1.14870
H 8.37333 3.59956 -1.21955
C 2.55725 2.73508 6.14306
Cl 4.24836 3.13289 6.47542
Cl 2.43371 1.19025 5.30535
Cl 1.61624 2.72785 7.63132
H 2.15289 3.49881 5.49112
C -3.24583 -3.90413 -0.38562
Cl -3.79256 -2.65951 0.73660
Cl -4.13325 -3.80990 -1.90557
Cl -1.50724 -3.75480 -0.65935
H -3.43460 -4.87152 0.05854
C -6.38829 0.25186 1.60328
Cl -5.28998 -0.51705 2.75124
Cl -5.50348 0.82959 0.19044
Cl -7.66154 -0.86433 1.12035
H -6.84515 1.10388 2.08632
C 7.09888 -1.60604 -1.93962
Cl 5.43563 -1.03489 -2.06371
Cl 7.61273 -1.66761 -0.25179
Cl 7.25744 -3.18620 -2.70138
H 7.73821 -0.90542 -2.45938
C -8.56331 0.29985 -2.91436
Cl -7.81579 -1.23357 -2.46153
Cl -9.50599 0.96746 -1.58510
Cl -7.34477 1.45541 -3.45612
H -9.23794 0.11491 -3.73804
C 5.36050 -6.49794 -2.86800
Cl 4.66131 -8.07179 -3.24920
Cl 6.31139 -5.88942 -4.22694
Cl 4.10548 -5.34499 -2.41631
H 6.02358 -6.62021 -2.02213
C 1.68576 -2.32707 4.35184
Cl 1.50958 -4.01415 4.83472
Cl 2.60356 -2.20614 2.84822
Cl 0.10125 -1.55291 4.20378
H 2.23619 -1.81034 5.12614
C -11.98439 1.97272 -5.21714
Cl -11.26690 3.08169 -6.38691
Cl -11.45141 0.31470 -5.51253
Cl -11.60949 2.47041 -3.56806
H -13.06182 1.98712 -5.34107
C -4.80998 -6.24554 -5.05956
Cl -3.38878 -5.98336 -6.06899
Cl -4.35072 -6.90786 -3.49037
Cl -5.73130 -4.75020 -4.87440
H -5.44481 -6.96696 -5.55379
C 10.61471 -5.70980 -1.25048
Cl 10.43468 -5.17173 0.41910
Cl 9.04690 -6.11674 -1.94988
Cl 11.42635 -4.48118 -2.22039
H 11.22604 -6.60094 -1.25402
C 7.31342 2.76511 2.89190
Cl 6.87974 1.08458 3.20260
Cl 8.73077 2.86018 1.83729
Cl 5.94849 3.64917 2.21383
H 7.57671 3.22551 3.83354
C -14.83195 -0.65697 -3.14616
Cl -14.78901 0.85096 -4.06871
Cl -13.64599 -1.80254 -3.76775
Cl -14.56654 -0.34159 -1.43424
H -15.81499 -1.09030 -3.26339
C 3.79112 6.74997 6.93798
Cl 5.09057 7.84632 6.46660
Cl 3.20695 7.12258 8.56005
Cl 2.47335 6.78911 5.76516
H 4.18235 5.74438 6.94370
*
```

Summary:
**LUMO**: -0.4 eV
**E_tot**: -22823.46273 Eh
**Frontier orbital gap**: 9.6 eV
**Strongest force on any atom**: 1.53 eV/A

Results of the Mulliken charge analysis, in e, for atoms 1 through 6: O -0.536; C 0.341; I 0.129; C -0.397; O -0.197; S 0.576